(1)
Formula: C27H57N6O14V
Source: OMol25
Level of theory: wB97M-V/def2-TZVPD

Geometry as XYZ:
```
105
Properties=species:S:1:pos:R:3:lowdin_charge:R:1
O 1.469 0.382 0.066 -0.337
V 1.216 -0.622 -1.161 0.974
O -0.134 -0.293 -1.809 -0.292
N 1.802 -3.405 -3.203 -0.567
O 0.859 -4.167 -2.916 -0.062
O 1.980 -2.343 -2.507 -0.127
O 2.588 -3.648 -4.126 0.012
N 3.168 0.991 -3.343 -0.542
O 3.926 1.963 -3.119 -0.015
O 3.364 0.218 -4.279 0.016
O 2.086 0.908 -2.637 -0.144
N 5.211 -0.776 -1.249 -0.591
O 4.111 -0.955 -0.662 -0.108
O 6.083 -0.004 -0.806 -0.061
O 5.480 -1.468 -2.270 -0.063
C -1.945 -3.085 2.206 -0.031
C -0.870 -1.927 2.268 -0.477
C -0.658 -1.740 3.793 -0.133
C 0.300 -2.749 4.433 -0.185
C 1.529 -2.847 3.541 -0.145
C 1.325 -3.178 2.072 -0.496
N 0.403 -2.169 1.565 -0.062
O 0.177 -2.306 0.190 -0.067
C 2.677 -3.162 1.335 -0.013
C 0.867 -4.662 1.966 -0.025
C -1.557 -0.675 1.731 -0.029
H -1.632 -3.983 2.739 0.049
H -2.124 -3.429 1.185 0.082
H -2.829 -2.665 2.678 0.072
H -0.224 -0.743 3.909 0.121
H -1.652 -1.817 4.231 0.110
H -0.124 -3.677 4.834 0.103
H 0.623 -2.345 5.401 0.103
H 2.318 -3.512 3.907 0.124
H 1.983 -1.857 3.656 0.126
H 3.283 -4.067 1.412 0.089
H 2.530 -3.089 0.253 0.076
H 3.338 -2.341 1.617 0.089
H 0.779 -5.039 0.946 0.090
H 1.610 -5.261 2.493 0.083
H -0.061 -4.837 2.513 0.050
H -0.856 0.145 1.930 0.088
H -2.465 -0.422 2.278 0.083
H -1.714 -0.655 0.653 0.073
H 0.046 -3.241 -0.052 0.119
C -6.337 -0.519 -4.946 -0.027
C -5.770 -1.336 -3.754 -0.496
C -4.274 -1.572 -4.031 -0.136
C -3.327 -0.457 -3.591 -0.176
C -3.630 -0.069 -2.155 -0.152
C -5.080 0.399 -1.998 -0.506
N -5.950 -0.661 -2.476 -0.109
O -7.318 -0.595 -2.052 -0.017
C -5.193 0.540 -0.445 -0.041
C -5.388 1.809 -2.532 -0.029
C -6.443 -2.715 -3.718 -0.043
H -6.139 0.549 -4.889 0.063
H -7.434 -0.539 -5.022 0.073
H -6.086 -1.031 -5.877 0.080
H -3.819 -2.520 -3.727 0.123
H -4.128 -1.708 -5.109 0.113
H -3.220 0.403 -4.264 0.116
H -2.271 -0.751 -3.612 0.110
H -2.997 0.740 -1.783 0.127
H -3.307 -0.950 -1.592 0.120
H -4.854 -0.360 0.056 0.083
H -4.843 1.541 -0.200 0.078
H -6.241 0.728 -0.159 0.072
H -5.034 2.646 -1.938 0.076
H -5.372 2.004 -3.605 0.064
H -6.482 1.811 -2.382 0.082
H -6.009 -3.377 -4.469 0.081
H -7.510 -2.669 -3.950 0.071
H -6.367 -3.197 -2.742 0.083
H -7.229 -1.160 -1.277 0.095
C 5.933 2.171 2.077 -0.029
C 4.565 2.836 2.209 -0.497
C 4.757 4.078 3.111 -0.139
C 3.564 5.068 3.127 -0.194
C 3.177 5.418 1.682 -0.144
C 2.921 4.207 0.776 -0.506
N 4.014 3.205 0.914 -0.113
O 3.994 2.160 -0.039 0.010
C 1.565 3.551 0.991 -0.023
C 3.056 4.692 -0.661 -0.044
C 3.664 1.847 2.990 -0.045
H 5.972 1.595 1.144 0.070
H 6.101 1.398 2.828 0.074
H 6.780 2.859 2.066 0.073
H 4.767 3.693 4.135 0.109
H 5.585 4.743 2.871 0.110
H 3.997 5.957 3.595 0.095
H 2.701 4.730 3.705 0.098
H 4.065 5.923 1.295 0.115
H 2.257 6.004 1.699 0.109
H 0.835 4.329 1.257 0.077
H 1.165 3.147 0.062 0.083
H 1.601 2.839 1.809 0.063
H 2.855 3.891 -1.373 0.076
H 2.418 5.563 -0.868 0.079
H 4.044 5.089 -0.908 0.087
H 3.236 1.018 2.425 0.081
H 2.819 2.366 3.467 0.062
H 4.165 1.481 3.892 0.071
H 3.193 1.714 0.296 0.053
```

Charge: -2
HOMO level in eV: -2.1
E_tot in eV: -92203.107
HOMO-LUMO gap in eV: 5.56
ΔE to the lowest compared entry with this formula, charge and spin in kJ/mol: 0.0
Molecular weight in g mol⁻¹: 740.725

(2)
Formula: C4H11N2S
Source: OMol25
Level of theory: wB97M-V/def2-TZVPD

Geometry as XYZ:
```
18
Properties=species:S:1:pos:R:3:lowdin_charge:R:1
C -0.287 1.172 1.432 0.107
C -2.089 -0.502 -1.251 0.006
C 2.821 0.189 -0.187 -0.410
C 0.051 -0.020 -0.218 -0.402
N -1.386 -1.882 0.394 0.278
N -1.126 -0.833 -0.280 -0.286
S 1.583 -0.989 0.145 0.859
H -1.245 1.369 1.044 0.007
H -0.256 0.657 2.429 0.081
H 0.463 1.976 1.362 0.064
H -2.532 0.458 -0.788 0.155
H -2.896 -1.149 -1.237 0.084
H -1.770 -0.334 -2.279 0.129
H 3.317 -0.155 -1.187 0.096
H 3.386 0.211 0.747 0.051
H 2.451 1.116 -0.430 0.006
H 0.128 0.771 -0.823 0.053
H -0.614 -2.056 1.128 0.122
```

Charge: +1
HOMO level (alpha / beta) in eV: -12.7 / -12.7
E_tot in eV: -18130.404
HOMO-LUMO gap (alpha / beta) in eV: 6.76 / 6.76
ΔE to the lowest compared entry with this formula, charge and spin in kJ/mol: 493.5
Molecular weight in g mol⁻¹: 119.213

(3)
Formula: C30H60N6
Source: OMol25
Level of theory: wB97M-V/def2-TZVPD

Geometry as XYZ:
```
96
Properties=species:S:1:pos:R:3:lowdin_charge:R:1
C 0.592 -3.239 3.591 -0.125
C 1.553 -2.922 4.595 -0.113
C 2.743 -2.677 3.965 -0.130
N 2.566 -2.921 2.627 0.010
C 1.260 -3.281 2.398 -0.149
H -0.467 -3.395 3.714 0.092
H 1.354 -2.913 5.654 0.089
H 3.703 -2.418 4.374 0.105
H 3.249 -2.781 1.908 0.138
H 0.941 -3.516 1.399 0.098
C -0.095 1.219 1.479 -0.115
C 0.851 0.184 1.706 -0.086
C 1.853 0.373 0.781 -0.143
N 1.494 1.406 -0.055 0.028
C 0.315 1.929 0.383 -0.157
H -0.987 1.434 2.046 0.071
H 0.846 -0.598 2.449 0.068
H 2.745 -0.193 0.564 0.095
H 2.142 1.833 -0.725 0.089
H -0.064 2.867 0.010 0.101
C -0.415 -0.229 6.642 -0.117
C -0.782 1.022 7.202 -0.113
C -1.259 1.769 6.171 -0.159
N -1.234 1.036 5.024 0.025
C -0.702 -0.207 5.311 -0.131
H 0.033 -1.071 7.147 0.085
H -0.674 1.365 8.215 0.088
H -1.524 2.814 6.167 0.107
H -1.520 1.369 4.123 0.113
H -0.546 -0.967 4.567 0.077
C -6.868 0.110 -0.179 -0.091
C -6.110 0.904 0.889 -0.252
N -4.711 0.542 1.092 -0.189
C -4.582 -0.848 1.523 -0.271
C -3.375 -1.085 2.441 -0.083
C -3.864 0.853 -0.045 -0.262
C -3.654 2.360 -0.185 -0.072
H -7.911 0.441 -0.172 0.072
H -6.877 -0.960 0.030 0.064
H -6.503 0.288 -1.190 0.063
H -6.175 1.957 0.615 0.096
H -6.625 0.766 1.840 0.113
H -5.481 -1.188 2.045 0.111
H -4.528 -1.537 0.660 0.117
H -3.341 -0.359 3.248 0.064
H -3.468 -2.080 2.891 0.070
H -2.467 -1.148 1.838 0.058
H -4.284 0.437 -0.986 0.108
H -2.899 0.344 -0.009 0.096
H -2.757 2.638 0.382 0.054
H -4.491 2.945 0.182 0.057
H -3.399 2.721 -1.185 0.071
C 1.575 3.333 -2.933 -0.070
C 3.045 3.368 -2.549 -0.258
N 3.553 2.112 -1.988 -0.214
C 4.805 2.406 -1.274 -0.240
C 4.549 2.980 0.119 -0.076
C 3.740 1.153 -3.082 -0.247
C 4.110 -0.241 -2.601 -0.082
H 1.248 2.366 -3.318 0.049
H 1.392 4.048 -3.737 0.081
H 0.919 3.564 -2.094 0.062
H 3.656 3.672 -3.417 0.119
H 3.168 4.196 -1.849 0.108
H 5.401 1.503 -1.180 0.102
H 5.381 3.168 -1.822 0.119
H 3.986 2.280 0.742 0.061
H 5.493 3.166 0.631 0.075
H 3.969 3.902 0.079 0.067
H 4.550 1.497 -3.746 0.125
H 2.812 1.129 -3.644 0.087
H 5.134 -0.258 -2.225 0.064
H 4.083 -0.939 -3.439 0.066
H 3.445 -0.608 -1.819 0.055
C -0.827 0.135 -2.674 -0.081
C 0.390 -0.491 -3.328 -0.252
N 0.325 -1.955 -3.343 -0.189
C 0.555 -2.560 -2.043 -0.272
C -0.043 -3.943 -1.962 -0.083
C 1.190 -2.503 -4.375 -0.264
C 0.604 -2.370 -5.784 -0.080
H -1.746 -0.341 -3.031 0.081
H -0.931 1.184 -2.963 0.067
H -0.802 0.065 -1.587 0.049
H 0.470 -0.184 -4.370 0.108
H 1.264 -0.145 -2.753 0.091
H 0.115 -1.922 -1.273 0.105
H 1.636 -2.565 -1.787 0.115
H -1.117 -3.865 -2.158 0.081
H 0.080 -4.418 -0.991 0.061
H 0.341 -4.619 -2.726 0.062
H 2.207 -2.080 -4.305 0.104
H 1.326 -3.570 -4.187 0.100
H 0.723 -1.367 -6.194 0.059
H 1.087 -3.089 -6.445 0.069
H -0.462 -2.589 -5.733 0.078
```

HOMO level in eV: -7.9
E_tot in eV: -41022.488
HOMO-LUMO gap in eV: 8.52
ΔE to the lowest compared entry with this formula, charge and spin in kJ/mol: 0.0
Molecular weight in g mol⁻¹: 504.852

(4)
Formula: C21H19ClN4O2S
Source: OMol25
Level of theory: wB97M-V/def2-TZVPD

Geometry as XYZ:
```
48
Properties=species:S:1:pos:R:3:lowdin_charge:R:1
O -1.560 -0.805 -5.117 0.076
C -1.452 -0.620 -3.924 -0.477
N -1.632 -1.625 -3.028 0.145
C -1.539 -1.568 -1.629 -0.251
C -0.920 -2.607 -0.941 -0.032
C -0.763 -2.549 0.426 -0.063
C -1.200 -1.440 1.160 -0.240
N -0.989 -1.406 2.539 -0.103
C -1.567 -0.337 3.323 -0.128
C -0.757 0.977 3.174 -0.103
N 0.520 0.653 2.574 -0.054
C 0.859 1.205 1.387 -0.471
O 0.238 2.132 0.897 0.071
C 2.055 0.668 0.692 -0.428
C 3.120 1.399 0.254 -0.122
C 4.031 0.646 -0.517 -0.174
C 3.633 -0.641 -0.680 -0.386
S 2.143 -0.965 0.114 1.079
C 1.176 -0.450 3.227 -0.120
C 0.330 -1.741 3.036 -0.134
C -1.899 -0.447 0.471 0.002
C -2.071 -0.513 -0.897 0.003
C -1.041 0.699 -3.346 -0.177
C 0.196 0.858 -2.732 0.001
C 0.574 2.110 -2.275 -0.040
C -0.308 3.164 -2.447 -0.121
N -1.487 3.030 -3.029 0.063
C -1.836 1.841 -3.466 -0.696
Cl -3.398 1.719 -4.175 0.736
H -1.762 -2.541 -3.441 0.161
H -0.554 -3.466 -1.486 0.116
H -0.297 -3.381 0.930 0.111
H -2.608 -0.195 3.034 0.121
H -1.551 -0.668 4.365 0.122
H -0.596 1.446 4.150 0.127
H -1.247 1.697 2.518 0.113
H 3.246 2.440 0.493 0.123
H 4.936 1.050 -0.935 0.105
H 4.118 -1.427 -1.222 0.064
H 1.256 -0.201 4.291 0.126
H 2.183 -0.577 2.831 0.103
H 0.828 -2.405 2.334 0.085
H 0.224 -2.263 3.994 0.122
H -2.310 0.405 0.983 0.108
H -2.621 0.269 -1.394 0.117
H 0.851 0.005 -2.621 0.117
H 1.524 2.262 -1.790 0.092
H -0.073 4.162 -2.105 0.112
```

HOMO level in eV: -7.8
E_tot in eV: -55499.058
HOMO-LUMO gap in eV: 8.12
ΔE to the lowest compared entry with this formula, charge and spin in kJ/mol: 10.7
Molecular weight in g mol⁻¹: 426.929